A structure of composition C46H29ClF4IN5O3SSiV. Source: OMol25; level of theory: ωB97M-V/def2-TZVPD.

```
92
Properties=species:S:1:pos:R:3:forces:R:3:lowdin_spin:R:1
V 0.17784 0.79257 0.11366 0.018 0.320 -0.115 1.88
Cl -0.72957 5.07809 5.64240 -0.017 0.041 0.036 0.00
C -0.29169 3.77569 4.56387 0.058 -0.147 -0.090 0.01
C 0.22913 2.61680 5.07282 -0.023 0.078 0.004 0.00
C 0.58894 1.55134 4.23657 0.088 -0.257 0.081 0.00
I 1.33201 -0.22282 5.05110 -0.031 0.121 -0.044 0.00
C 0.44627 1.61104 2.85432 -0.084 0.150 0.009 0.00
O 0.76834 0.69457 2.02291 0.087 -0.125 0.369 0.01
C -0.11688 2.83980 2.34598 -0.002 0.005 -0.110 0.00
N -0.27853 2.86276 1.00177 0.162 -0.234 -0.036 0.00
C -0.80854 3.90900 0.42836 -0.066 0.122 0.014 0.01
C -1.20647 5.04160 1.16683 0.020 -0.082 -0.020 0.00
C -1.04393 5.04588 2.52375 0.009 0.026 0.033 0.01
C -0.48765 3.91793 3.16854 -0.056 0.093 0.051 0.00
H 0.36568 2.51607 6.14112 -0.010 0.021 0.004 0.00
H -0.93767 3.85540 -0.64578 0.023 -0.019 -0.006 0.00
H -1.63801 5.88973 0.65268 0.001 0.005 0.002 0.00
H -1.33998 5.90055 3.11777 -0.006 -0.001 -0.006 0.00
F 3.96896 -0.03137 -2.45521 -0.001 -0.005 -0.008 0.01
C 5.20052 0.47196 -2.55234 0.026 0.010 -0.029 0.03
C 5.98865 0.03342 -3.57216 -0.002 0.015 0.037 0.03
F 5.47561 -0.87528 -4.40786 -0.002 -0.003 -0.012 0.00
C 7.31864 0.48652 -3.78487 0.027 -0.021 -0.043 0.06
C 7.74297 1.44282 -2.82566 -0.028 0.005 0.017 0.03
C 6.95709 1.88239 -1.80559 0.015 -0.030 -0.032 0.03
F 7.47689 2.79560 -0.97695 -0.003 0.007 0.017 0.01
C 5.62824 1.42975 -1.59327 -0.044 0.010 0.038 0.06
C 4.81211 1.88601 -0.53992 -0.010 0.013 0.036 0.17
C 3.46022 1.48472 -0.37188 -0.010 0.039 -0.132 0.04
N 2.35124 1.22791 -0.21673 -0.018 -0.009 0.137 0.08
C 5.25094 2.81079 0.44995 0.034 -0.054 0.016 0.02
N 5.55619 3.54327 1.28630 -0.021 0.032 -0.021 0.08
F 8.97740 1.95522 -2.91976 0.001 -0.004 -0.004 0.00
C 8.13438 0.03627 -4.84191 0.011 -0.014 0.013 0.16
C 9.47095 0.48015 -5.04833 -0.024 0.013 -0.015 0.02
N 10.55560 0.79281 -5.28668 0.006 -0.010 0.007 0.08
C 7.71318 -0.90859 -5.81961 -0.001 0.027 -0.002 0.02
N 7.45314 -1.65991 -6.65522 0.005 -0.010 0.005 0.08
C -7.37047 -2.64495 3.79735 -0.027 -0.077 -0.040 0.00
C -8.70570 -2.04084 3.45025 0.065 0.264 0.215 0.00
O -9.73482 -2.36478 3.98938 -0.039 -0.135 -0.120 0.00
S -8.78017 -0.70841 2.25965 0.005 -0.025 0.004 0.00
C -7.08642 -0.39763 1.83608 -0.040 -0.057 -0.022 0.01
C -6.52376 -0.99653 0.71168 0.037 0.013 0.010 0.00
C -5.19579 -0.77478 0.39532 -0.008 -0.004 0.001 0.01
C -4.39158 0.05592 1.19042 0.010 -0.055 -0.012 0.01
C -4.97924 0.66411 2.30903 0.000 0.015 0.029 0.01
C -6.30789 0.44557 2.62390 0.003 -0.010 -0.010 0.00
C -3.01986 0.26574 0.87241 -0.021 0.099 0.040 0.03
C -1.84281 0.44298 0.59512 -0.029 -0.097 0.001 -0.02
H -7.54859 -3.63293 4.21674 0.001 0.002 0.008 0.00
H -6.89235 -2.02344 4.55711 -0.004 0.033 -0.037 0.00
H -6.69736 -2.69801 2.94606 0.010 -0.015 -0.014 0.00
H -7.13020 -1.64852 0.09504 -0.001 0.002 -0.004 0.00
H -4.75314 -1.24939 -0.47077 -0.002 0.003 -0.007 0.00
H -4.36852 1.30913 2.92716 0.000 0.001 -0.002 0.00
H -6.74939 0.92174 3.49095 0.006 0.003 0.004 0.00
C 0.47165 2.96109 -3.29288 -0.001 -0.036 -0.001 0.00
C -0.30212 1.69516 -2.92446 0.041 -0.003 -0.107 0.00
C 0.08352 0.54013 -3.84678 0.002 0.006 0.071 0.00
O -0.05981 1.35745 -1.61207 -0.138 0.081 -0.170 0.04
H 0.32671 3.21864 -4.34545 0.000 0.011 0.000 0.00
H 1.53640 2.79599 -3.11213 0.005 0.004 -0.013 0.00
H 0.15107 3.80693 -2.68156 0.010 0.000 0.008 0.00
H -1.37885 1.89898 -3.07424 -0.003 -0.006 0.042 0.00
H 1.15738 0.35017 -3.76871 -0.004 -0.002 -0.002 0.00
H -0.16487 0.76261 -4.88851 0.009 0.008 0.000 0.00
H -0.44153 -0.36558 -3.54269 -0.018 -0.026 -0.004 0.00
C 0.29023 -4.22975 3.73782 -0.006 0.007 -0.008 0.00
C 1.37360 -4.42045 2.89165 0.004 0.000 0.001 0.00
C 1.47856 -3.68204 1.71838 0.005 -0.003 0.014 0.00
C 0.51740 -2.73449 1.35919 -0.027 0.035 -0.038 -0.01
C -0.55933 -2.55251 2.23367 0.008 -0.019 -0.001 0.00
C -0.67805 -3.29213 3.40219 -0.013 -0.013 -0.009 0.00
Si 0.68572 -1.67506 -0.22470 0.051 -0.132 0.026 -0.01
C -0.40088 -2.54569 -1.53447 -0.011 0.003 0.033 0.00
C -1.78157 -2.31866 -1.57259 -0.007 -0.028 -0.008 0.00
C -2.58720 -2.90609 -2.53898 0.031 0.014 0.000 0.00
C -2.02747 -3.72990 -3.50761 -0.003 -0.012 -0.011 0.00
C -0.65952 -3.96359 -3.49473 -0.004 -0.006 -0.004 0.00
C 0.13751 -3.38056 -2.51634 -0.005 0.026 -0.013 0.00
H 0.20642 -4.79924 4.65663 -0.002 0.000 0.001 0.00
H 2.14070 -5.14361 3.14700 0.001 0.001 -0.002 0.00
H 2.33340 -3.83958 1.06907 -0.002 0.001 -0.002 0.00
H -1.30684 -1.80061 2.00415 -0.012 0.022 -0.006 0.00
H -1.51964 -3.12122 4.06444 0.004 0.003 0.000 0.00
H 2.06597 -2.07156 -0.68200 -0.006 0.002 -0.022 0.00
H -2.22181 -1.64809 -0.84184 -0.002 -0.018 -0.026 0.00
H -3.65382 -2.70778 -2.54939 -0.007 -0.005 0.002 0.00
H -2.65162 -4.17998 -4.27128 0.000 0.000 0.000 0.00
H -0.21167 -4.59811 -4.25154 0.005 -0.001 0.003 0.00
H 1.20623 -3.56631 -2.52311 0.001 -0.005 0.000 0.00
```
Forces are in eV/Å.

## Properties
Gap between HOMO and LUMO (alpha / beta)   6.4 / 4.6 eV
Spin multiplicity   4
<S²>   3.81
E_tot   -137660.8107 eV
Charge   -2

A structure of composition C3H6N2O in a non-equilibrium geometry. Source: OMol25; level of theory: ωB97M-V/def2-TZVPD.

```
12
Properties=species:S:1:pos:R:3:forces:R:3:nbo_charge:R:1
C 0.36590 0.87034 0.55345 0.486 2.558 -1.643 0.42
C 0.65528 -0.64041 0.26311 -0.800 -0.060 0.886 -0.53
C -0.65510 -1.04180 -0.76245 0.426 -6.553 2.903 -0.03
H 2.09418 1.60423 1.38113 -2.438 -0.008 -0.674 0.36
H 0.69510 -1.18296 1.33535 -0.228 0.926 -2.755 0.25
H 1.68385 -0.69242 -0.24313 -1.653 -0.232 0.625 0.24
H -0.32318 -1.87519 -1.58791 -0.668 2.724 1.532 0.21
H -1.73838 -1.73126 -0.21867 3.542 1.473 -0.612 0.12
H -1.80701 1.60057 -0.32030 2.085 0.365 1.498 0.43
N 1.11684 1.89500 1.01038 -1.298 -3.760 -0.773 -0.68
N -0.87755 1.11413 -0.26842 0.299 0.980 1.230 -0.39
O -1.20993 0.07978 -1.14253 0.247 1.588 -2.218 -0.40
```
Forces are in eV/Å.

## Properties
Gap between HOMO and LUMO   9.3 eV
Spin multiplicity   1
E_tot   -8230.3710 eV
Charge   0

A structure of composition C26H33F3N7O2STc. Source: OMol25; level of theory: ωB97M-V/def2-TZVPD.

```
73
Properties=species:S:1:pos:R:3:forces:R:3:lowdin_spin:R:1
Tc -0.38224 -0.88844 -1.32825 0.510 0.169 0.244 2.57
C -3.29161 5.43691 -1.29939 0.081 -0.082 0.000 0.00
C -2.35850 4.25477 -1.35087 -0.084 0.104 -0.006 0.01
C -1.06826 4.30273 -0.85323 0.083 0.126 0.018 0.01
C -0.17337 3.22100 -0.93205 0.220 0.209 0.148 0.01
C 1.15025 3.45244 -0.42434 -0.167 0.162 -0.070 0.00
N 2.17219 2.67365 -0.49242 0.180 -0.133 -0.031 0.00
C 3.50711 3.05558 0.01606 -0.082 -0.054 0.046 0.00
C 4.22671 1.92657 0.73761 -0.064 -0.044 0.002 0.00
C 3.64957 1.40597 2.04975 -0.079 0.021 -0.022 0.00
N 2.38819 0.64633 1.88787 0.127 -0.022 -0.112 0.00
C 1.45437 0.63382 2.77127 -0.134 -0.089 0.130 0.00
C 0.23691 -0.14627 2.76503 0.244 0.195 0.201 0.01
C -0.48586 -0.20195 3.96342 0.040 0.054 0.134 0.01
C -1.63997 -0.96246 4.12511 0.010 0.021 0.103 0.01
C -2.38992 -1.00183 5.43174 0.067 0.025 -0.092 0.00
C -2.05759 -1.67460 3.01626 -0.030 -0.081 -0.060 0.00
C -1.39679 -1.61042 1.77506 -0.227 -0.108 0.016 0.01
C -1.93795 -2.38810 0.69575 0.028 -0.176 -0.053 0.03
N -1.60592 -2.37713 -0.55807 -0.280 -0.055 0.080 0.02
C -2.41303 -3.24853 -1.45632 0.033 0.092 0.054 0.01
C -3.38075 -2.43126 -2.30344 0.075 0.054 0.057 0.00
C -2.69893 -1.50686 -3.30228 0.029 0.081 0.103 0.01
N -1.93628 -0.43506 -2.60367 -0.252 -0.164 0.067 0.01
C -2.41292 0.75925 -2.65417 0.067 0.094 -0.171 0.04
C -1.89154 1.93904 -2.00242 -0.256 -0.120 -0.090 0.01
C -2.73472 3.05664 -1.94053 -0.014 -0.009 -0.120 0.00
C -0.58344 2.00411 -1.50077 0.331 -0.301 -0.261 0.01
O 0.27066 0.98367 -1.60381 -0.280 -0.025 0.135 0.12
C -0.23430 -0.83873 1.63374 0.284 -0.130 -0.279 0.01
O 0.43417 -0.76771 0.50032 -0.408 0.167 -0.176 0.09
H -3.36733 5.91492 -2.27733 0.032 -0.031 -0.007 0.00
H -2.94250 6.18501 -0.59085 0.001 -0.006 0.006 0.00
H -4.29473 5.13025 -1.00636 0.007 -0.006 0.013 0.00
H -0.71374 5.22854 -0.41050 -0.018 -0.033 0.026 0.00
H 1.32935 4.41080 0.05694 -0.054 -0.014 0.029 0.00
H 2.06569 1.79196 -0.99690 -0.022 0.009 0.082 0.00
H 3.36936 3.93216 0.64952 0.001 -0.020 0.028 0.00
H 4.11074 3.35685 -0.83972 -0.006 0.008 -0.046 0.00
H 5.22412 2.30546 0.96556 0.027 -0.032 0.010 0.00
H 4.37670 1.08614 0.05983 0.057 -0.030 -0.053 0.00
H 3.47336 2.20597 2.76974 -0.046 0.003 -0.010 0.00
H 4.37445 0.71903 2.48611 0.025 -0.021 0.004 0.00
H 2.35911 -0.02962 1.10495 -0.007 0.026 -0.001 0.00
H 1.62304 1.26180 3.64364 -0.055 0.028 -0.016 0.00
H -0.10814 0.35603 4.81553 -0.024 -0.004 -0.024 0.00
H -1.70978 -0.95449 6.28063 0.013 -0.005 -0.015 0.00
H -2.98122 -1.91104 5.52208 0.013 -0.002 -0.020 0.00
H -3.07170 -0.15336 5.50659 0.001 0.004 -0.006 0.00
H -2.93345 -2.31033 3.10245 0.002 0.026 -0.028 0.00
H -2.73135 -3.08026 0.97874 -0.009 0.034 0.024 0.00
H -2.96559 -3.95741 -0.84060 -0.009 -0.011 0.006 0.00
H -1.73339 -3.81481 -2.08484 0.055 -0.038 -0.047 0.00
H -4.04107 -1.85208 -1.65154 -0.036 -0.026 -0.022 0.00
H -4.01070 -3.12590 -2.86023 0.010 -0.012 -0.024 0.00
H -3.43384 -1.03351 -3.95215 -0.028 0.015 0.026 0.00
H -2.01643 -2.06091 -3.93687 0.076 -0.025 -0.075 0.00
H -3.30389 0.90667 -3.26391 -0.037 0.018 0.080 0.00
H -3.72084 2.98422 -2.38951 0.003 -0.039 0.052 0.00
N 1.49128 -3.70285 -0.58489 -0.062 0.051 -0.046 0.01
N 2.81078 -3.89554 -0.16796 0.009 0.119 0.001 0.00
C 3.73863 -2.91339 -0.15383 -0.074 -0.170 -0.049 0.00
N 4.96537 -3.32491 0.16962 0.111 0.185 -0.036 0.00
S 3.44976 -1.28642 -0.52900 0.033 -0.102 0.149 0.01
H 0.87774 -4.10074 0.11808 0.015 -0.004 -0.011 0.00
H 1.35019 -4.20553 -1.45698 -0.004 -0.011 0.040 0.00
H 3.11531 -4.84922 -0.02362 0.023 0.034 -0.012 0.00
H 5.20101 -4.29527 0.30773 0.006 -0.011 -0.003 0.00
H 5.72181 -2.66363 0.10382 -0.031 -0.028 0.043 0.00
F 0.23154 -0.98688 -4.11880 0.046 -0.123 -0.090 0.00
C 0.53046 -1.74300 -3.06059 -0.292 0.341 0.131 -0.04
F 1.83156 -1.81815 -2.95055 0.198 0.009 -0.017 -0.01
F 0.04210 -2.97968 -3.25700 -0.004 -0.085 -0.086 0.00
```
Forces are in eV/Å.

## Properties
Gap between HOMO and LUMO (alpha / beta)   6.9 / 5.8 eV
Spin multiplicity   4
<S²>   3.79
E_tot   -63185.9711 eV
Charge   +3

A cluster of 5 separate species, C2H14O4 in total in a non-equilibrium geometry. Source: OMol25; level of theory: ωB97M-V/def2-TZVPD.

```
20
Properties=species:S:1:pos:R:3:forces:R:3:nbo_charge:R:1
C -0.40306 1.31413 -1.36974 -1.267 0.313 -0.324 -0.63
C 0.58119 0.71366 -2.37541 -1.018 1.511 -0.884 -0.62
H -1.15199 0.52987 -1.19952 0.169 0.368 1.002 0.21
H -0.98710 2.15020 -1.77078 -0.039 -0.226 -0.754 0.20
H -0.02019 1.85942 -0.48380 0.425 -1.275 -0.154 0.21
H 1.32966 0.17954 -1.83111 1.002 -0.072 -0.131 0.21
H 0.10070 0.03324 -3.09900 -0.105 0.056 0.609 0.21
H 0.87218 1.56041 -3.02928 0.977 -0.693 0.508 0.22
H 1.11405 -0.89494 1.36873 -1.211 0.310 0.149 0.49
H 0.38934 -2.08382 0.45580 -1.144 0.316 -0.309 0.48
O 1.10012 -1.75920 0.97505 2.408 -0.852 0.529 -0.99
H -2.56313 1.59053 1.86213 -0.267 -0.038 0.307 0.48
H -1.80369 2.00774 0.62803 0.127 -0.040 -0.065 0.48
O -1.72041 1.47502 1.42473 -0.014 0.075 -0.022 -0.95
H 1.48103 0.85740 1.55995 -0.783 0.729 -0.407 0.47
H 0.09382 1.22634 2.40072 -0.407 0.142 -1.239 0.51
O 1.00414 0.94430 2.38439 1.375 -0.659 1.424 -0.98
H -1.01250 -2.38722 -0.91340 -0.369 0.365 -0.069 0.47
H 0.40999 -2.07810 -1.47517 -0.483 -0.264 0.047 0.48
O -0.24142 -2.78282 -1.31298 0.624 -0.067 -0.218 -0.94
```
Forces are in eV/Å.

## Properties
Gap between HOMO and LUMO   11.3 eV
Spin multiplicity   1
Structure (SMILES)   CC.O.O.O.O
E_tot   -10490.2189 eV
Charge   0

Calculated ΔE to the lowest compared entry with this formula, charge and spin, 26.11; 610.54; 153.12; 131.13 kJ/mol (same order as the records).